[1]
14
Properties=species:S:1:pos:R:3:forces:R:3:mulliken_charge:R:1 method="wB97M-V/def2-TZVPD" smiles=[SiH3]C1(P)CC1 lumo_ev=0.94 homo_lumo_gap_ev=10.007 total_charge=0 homo_energy_ev=-9.07 de_lowest_ev=0.505
Si -0.25663 -1.40774 -1.27969 2.12 -0.28 0.61 0.284
C 0.04281 -0.13553 0.11778 -0.94 1.63 -1.28 0.356
P -0.04256 -1.03016 1.70333 -1.72 0.43 0.75 -0.144
C -0.45413 1.42787 -0.07149 3.58 -4.94 -0.35 -0.738
C 1.00897 0.96962 -0.08927 -2.92 0.70 1.74 -0.823
H 0.86971 -2.50445 -0.91884 -1.28 1.09 -0.72 -0.058
H -0.10388 -0.95406 -2.75638 -0.26 -0.20 1.20 -0.100
H -1.53960 -1.95267 -0.89062 -0.62 -0.38 -0.34 -0.089
H -1.41530 -0.57615 2.14728 1.35 -0.64 -0.57 0.045
H 0.52476 -0.05654 2.53265 0.33 0.28 0.13 0.017
H -0.76938 1.94373 0.71997 -1.23 1.62 3.23 0.324
H -0.86200 1.67539 -0.96040 -1.34 0.55 -2.79 0.298
H 1.48210 1.17487 -0.94444 1.78 -0.01 -3.48 0.337
H 1.51514 1.42583 0.69014 1.15 0.13 1.88 0.293



[2]
105
Properties=species:S:1:pos:R:3:forces:R:3:mulliken_charge:R:1 method="wB97M-V/def2-TZVPD" lumo_ev="-3.49 / -3.90" homo_lumo_gap_ev="5.675 / 4.715" total_charge=+1 homo_energy_ev="-9.16 / -8.62" de_lowest_ev=0.745
Pb 2.07645 0.37418 1.29563 0.03 0.58 -0.06 1.390
S 3.83041 -1.12539 3.04371 0.09 -0.24 -0.01 -0.110
C 4.90808 -1.76734 1.88663 -0.11 0.12 0.17 0.799
C 6.18038 -2.18092 2.34738 0.08 -0.02 0.01 -1.071
C 7.13724 -2.67430 1.49651 0.12 -0.02 0.20 0.768
C 8.41767 -3.06932 2.02148 -0.13 0.06 -0.14 -0.313
N 9.44290 -3.36184 2.44840 0.02 -0.02 0.04 -0.509
C 6.85562 -2.74684 0.11375 0.06 -0.03 -0.22 0.595
C 5.62622 -2.35345 -0.36028 0.03 -0.05 -0.02 -0.989
C 4.60835 -1.89145 0.49691 -0.12 0.02 -0.12 0.551
S 3.08072 -1.55772 -0.23517 0.13 -0.11 -0.06 -0.440
C 7.84676 -3.22788 -0.81339 -0.08 0.03 0.16 -0.484
N 8.63437 -3.61585 -1.55348 0.01 0.00 -0.04 -0.494
H 6.39364 -2.11082 3.40517 -0.02 0.03 0.00 0.548
H 5.42420 -2.41540 -1.42048 -0.01 0.01 0.00 0.548
Cl -0.18054 0.61676 3.82856 -0.03 -0.02 0.03 -0.186
C -1.44684 -0.57759 3.70521 0.05 0.11 0.12 1.255
C -2.55444 -0.40131 4.52367 -0.03 0.00 0.02 -0.699
C -3.56921 -1.34186 4.51081 0.04 -0.02 -0.04 -0.522
C -3.46835 -2.45569 3.68571 0.02 0.06 0.02 -0.899
C -2.35717 -2.61015 2.87579 -0.07 -0.03 -0.03 -0.424
C -1.32145 -1.67302 2.86142 -0.03 -0.11 -0.20 -0.431
P 0.14868 -1.90339 1.77958 0.08 -0.12 0.08 0.934
C 1.02653 -3.26059 2.62426 -0.03 0.06 0.08 0.611
C 0.96760 -3.36610 4.01310 -0.03 -0.01 -0.01 -0.548
C 1.76536 -4.28194 4.68312 0.02 -0.01 -0.04 -0.708
C 2.63348 -5.09792 3.97248 0.00 0.02 0.01 -0.584
C 2.70126 -4.99479 2.58972 -0.03 0.02 -0.01 -0.854
C 1.90679 -4.07856 1.91688 0.01 -0.01 -0.05 -0.607
C -0.53087 -2.65076 0.26125 -0.03 -0.04 0.03 0.052
C -0.64479 -1.82483 -0.85474 0.01 0.02 -0.02 0.021
C -1.15752 -2.31303 -2.04894 0.01 -0.01 0.04 -0.715
C -1.55242 -3.63905 -2.13950 -0.01 -0.01 0.02 -0.711
C -1.42752 -4.47615 -1.03710 0.00 0.01 -0.01 -0.876
C -0.91757 -3.98742 0.15532 0.06 -0.01 -0.02 -0.105
H -2.60196 0.46301 5.17121 0.00 0.00 0.00 0.478
H -4.42994 -1.20915 5.15280 0.00 0.00 0.00 0.397
H -4.24858 -3.20484 3.67807 0.00 0.00 0.00 0.436
H -2.29110 -3.48242 2.23915 0.01 0.03 0.00 0.327
H 0.30326 -2.72613 4.58114 -0.01 -0.01 0.01 0.378
H 1.71089 -4.35363 5.76133 0.00 0.00 0.00 0.435
H 3.25888 -5.81005 4.49448 0.00 0.00 0.00 0.413
H 3.38163 -5.62429 2.03083 0.00 -0.01 -0.01 0.437
H 1.98916 -3.98670 0.84060 -0.03 -0.02 0.03 0.598
H -0.31843 -0.79376 -0.78632 -0.01 -0.06 0.00 0.156
H -1.22680 -1.66092 -2.91051 0.00 0.01 -0.01 0.560
H -1.94107 -4.02878 -3.07143 0.01 0.00 -0.01 0.409
H -1.71704 -5.51633 -1.10993 0.00 0.00 -0.01 0.434
H -0.79551 -4.65850 0.99672 0.02 0.01 0.02 0.467
F -4.86982 0.29022 -0.50522 -0.01 0.00 0.03 -0.414
C -3.94713 0.95416 -1.25303 -0.06 0.07 -0.04 0.702
C -2.69461 1.06746 -0.73491 0.04 -0.01 0.05 -0.737
C -1.69501 1.75897 -1.41997 0.02 -0.03 0.01 0.134
C -0.33656 1.81843 -0.85719 0.00 0.00 -0.02 1.076
O -0.13583 1.30785 0.25658 0.04 -0.11 0.07 -0.576
C 0.63871 2.47080 -1.68213 -0.10 -0.01 -0.08 -0.136
C 0.22565 3.05044 -2.84002 0.04 -0.02 -0.02 -0.450
N -1.04031 3.03832 -3.32873 -0.09 0.05 0.07 0.278
C -1.33334 3.71384 -4.57261 0.03 -0.08 0.07 -0.392
C -2.23300 4.91668 -4.53402 -0.05 0.02 -0.01 -0.374
C -0.76346 5.07912 -4.78049 0.04 0.03 -0.05 -0.986
C -2.02304 2.34836 -2.63911 0.05 0.03 -0.12 -0.796
C -3.31730 2.21911 -3.16265 -0.01 -0.05 0.02 -1.081
C -4.31036 1.50756 -2.50097 -0.05 0.09 0.05 0.868
N -5.58842 1.34872 -3.07744 0.10 -0.11 -0.14 0.006
C -6.04597 2.22150 -4.13336 -0.03 0.04 0.06 -0.768
C -6.91008 3.34154 -3.56837 -0.05 0.01 0.04 -0.628
N -8.07398 2.72229 -2.83093 -0.01 -0.02 -0.03 -0.112
C -7.62493 1.73479 -1.77800 -0.01 0.05 0.01 -0.568
C -6.71991 0.70739 -2.43986 0.02 -0.01 0.02 -0.911
C 2.12911 2.60140 -1.38059 0.07 0.08 0.07 -0.305
O 2.72681 3.50818 -1.95051 -0.01 0.02 -0.03 -0.741
O 2.63211 1.74514 -0.58765 -0.12 -0.15 0.08 -0.309
H -2.46494 0.61596 0.22256 0.01 0.00 0.00 0.756
H 0.96265 3.57601 -3.43278 -0.01 0.01 0.01 0.771
H -1.39170 3.05379 -5.43022 -0.01 0.00 -0.01 0.431
H -2.60747 5.21296 -3.56309 0.02 0.00 0.01 0.208
H -2.91503 5.06991 -5.35990 0.01 -0.01 0.00 0.296
H -0.16344 5.50071 -3.98667 -0.02 0.00 0.01 0.352
H -0.43109 5.32618 -5.77787 0.00 0.00 0.00 0.270
H -3.50233 2.67104 -4.12057 -0.01 -0.02 -0.04 0.606
H -6.62732 1.63383 -4.85402 0.00 0.01 0.01 0.346
H -5.23413 2.66775 -4.69307 0.03 -0.01 -0.01 0.309
H -7.31866 3.99315 -4.33898 0.00 0.00 -0.01 0.411
H -6.35748 3.93295 -2.83917 0.01 0.01 -0.01 0.368
H -8.66038 2.22683 -3.50814 0.00 0.03 0.03 0.385
H -8.65925 3.44828 -2.41481 0.05 -0.02 0.00 0.345
H -8.51825 1.29305 -1.33999 0.00 -0.01 -0.01 0.367
H -7.08689 2.30513 -1.02173 -0.01 -0.01 0.01 0.384
H -7.28525 0.16330 -3.20690 0.00 0.02 0.00 0.360
H -6.41723 -0.01653 -1.69804 0.01 -0.04 -0.03 0.475
Cl 4.16764 1.99221 5.09124 -0.01 -0.05 -0.01 -0.221
C 5.05038 1.79082 3.61431 0.10 0.08 0.03 0.817
C 6.30270 1.20975 3.66825 -0.07 -0.04 0.02 -0.598
C 7.02881 1.03714 2.50108 0.03 -0.02 -0.12 -0.365
C 6.50429 1.45254 1.26881 0.08 -0.06 0.12 -0.795
C 5.28360 2.07188 1.21560 -0.15 0.03 0.09 0.053
C 4.51476 2.29761 2.40004 0.00 -0.08 -0.08 0.294
C 3.28475 2.95186 2.33304 -0.02 0.14 0.00 -1.826
H 6.69048 0.87955 4.62201 0.02 -0.01 -0.01 0.463
H 8.00941 0.58211 2.54540 0.01 -0.02 0.01 0.455
H 7.07357 1.29596 0.36227 -0.01 0.01 -0.01 0.463
H 4.86195 2.40114 0.27438 0.00 0.01 -0.02 0.415
H 2.95406 3.38006 1.39709 0.03 -0.04 -0.03 0.512
H 2.70504 3.14501 3.22351 0.01 0.00 0.00 0.398